# 1
{"formula": "C8H24ClO4S2", "method": "the ωB97M-V functional and the def2-TZVPD basis", "e_homo_ha": -0.1965, "total_energy_ha": -1876.55872, "total_charge": -1, "orbital_gap_ev": 8.38, "lumo_energy_ha": 0.111, "molar_mass_g_mol": 283.86, "symbols": ["Cl", "C", "C", "O", "H", "H", "H", "H", "H", "H", "C", "C", "O", "H", "H", "H", "H", "H", "H", "C", "S", "O", "C", "H", "H", "H", "H", "H", "H", "C", "S", "O", "C", "H", "H", "H", "H", "H", "H"], "coordinates": [[-0.906143, 0.975333, -0.091049], [-0.111095, -0.668662, 4.945591], [-0.291789, -0.755352, 3.468805], [0.396455, 0.423486, 2.838012], [-0.660882, -1.368976, 5.566278], [-0.462816, 0.297662, 5.529829], [1.063747, -0.721093, 5.131059], [-1.305121, -0.972837, 3.215465], [0.319773, -1.681256, 3.243681], [-0.165293, 0.590073, 2.075805], [-2.087747, 3.671046, -4.500454], [-1.323514, 3.088663, -3.364886], [-2.103561, 2.378891, -2.451294], [-1.619972, 4.210965, -5.250253], [-2.904407, 3.879440, -4.218378], [-2.193338, 2.849820, -5.337488], [-0.984720, 3.956472, -2.829655], [-0.518174, 2.563715, -3.641680], [-1.452534, 1.925975, -1.797972], [0.100279, -2.856662, -1.295384], [-1.575206, -2.831923, -1.293995], [-1.976372, -4.231252, -1.555964], [-1.833564, -2.591203, 0.493540], [0.639553, -3.405038, -0.386908], [0.555854, -1.781329, -1.006083], [0.583248, -2.889556, -2.151860], [-2.677070, -2.727506, 0.922126], [-1.266238, -1.655001, 0.745849], [-1.200978, -3.394688, 0.904927], [2.504613, -0.966131, 0.153033], [2.406869, 0.523116, 1.230575], [3.689964, 0.576458, 1.963964], [2.466439, 1.634074, -0.069173], [1.618742, -1.176252, -0.478775], [2.653849, -1.757466, 0.920973], [3.240815, -0.923566, -0.554350], [2.694822, 2.590335, 0.297783], [1.462695, 1.718544, -0.502569], [3.222819, 1.501683, -0.869125]], "forces_ev_per_a": [[0.2, -0.4, 0.2], [1.9, 2.5, 2.9], [2.8, 0.2, 0.1], [-2.7, -2.5, 2.2], [0.3, -1.0, -0.4], [0.7, -1.2, -1.8], [-2.5, 0.0, 0.0], [-0.8, 0.5, -0.7], [-0.7, 0.8, -0.5], [0.0, 0.5, -0.9], [9.2, -7.4, -5.6], [-1.7, 2.8, 1.7], [0.4, -1.2, 0.5], [1.4, 2.7, -0.2], [-11.3, 3.6, 3.4], [-0.7, 0.3, 1.8], [0.9, 0.8, 0.5], [3.2, -2.1, -1.3], [-1.6, 0.7, -0.8], [3.4, 3.0, 7.4], [-3.0, 0.4, 0.2], [-0.5, -1.0, -0.3], [8.5, 0.9, -2.2], [-1.3, 0.3, -2.2], [-2.4, -2.0, -0.7], [1.7, -1.3, -4.5], [-6.3, -0.3, 2.0], [-1.1, -0.5, -0.1], [0.0, 0.0, -0.1], [-2.2, -0.6, 2.2], [0.0, -1.2, -0.8], [0.9, -0.1, 0.3], [0.2, 1.0, -2.7], [0.6, 0.8, 1.3], [0.0, 0.2, -0.9], [2.7, 0.3, -1.3], [0.2, 1.4, 1.0], [0.1, -0.3, 0.0], [-0.3, -0.6, 0.4]]}

---

# 2
{"formula": "C6H15NO2S", "method": "the ωB97M-V functional and the def2-TZVPD basis", "e_homo_ha": -0.3955, "total_energy_ha": -840.81209, "orbital_gap_ev": 11.30, "lumo_energy_ha": 0.020, "molar_mass_g_mol": 165.26, "symbols": ["C", "C", "C", "C", "C", "C", "H", "H", "H", "H", "H", "H", "H", "H", "H", "H", "H", "H", "H", "H", "H", "N", "O", "O", "S"], "coordinates": [[2.731457, 2.178152, -0.933696], [1.297721, 2.689356, -0.404880], [0.188216, 1.713577, 0.176511], [0.088059, 0.602045, -0.774346], [-0.797086, -0.639963, -0.629275], [-0.812086, -1.105736, 0.950393], [3.071434, 1.769023, -2.041527], [3.297189, 3.221119, -0.695101], [3.288019, 1.347188, -0.368660], [1.658773, 3.420004, 0.454305], [0.964353, 3.279366, -1.321566], [0.616324, 1.400483, 1.164380], [-0.704408, 2.227774, 0.134503], [-0.100451, 0.949613, -1.674770], [1.013463, 0.107949, -0.649144], [-1.973048, -0.536618, -0.859054], [-0.060539, -1.723168, -1.216228], [-1.206784, -0.289851, 1.685284], [0.051808, -1.482281, 1.323109], [-2.264809, -3.908601, -0.350860], [-1.713982, -4.378737, 0.944062], [-1.534128, -3.501911, 0.072346], [-1.687593, -3.070675, 2.446196], [-3.371360, -1.876846, 1.316634], [-2.040541, -2.391264, 1.251383]], "forces_ev_per_a": [[2.6, 0.4, 0.0], [1.3, 0.8, -0.1], [3.3, 0.5, 0.1], [0.2, -3.7, 3.2], [-0.5, -3.2, 2.0], [-4.4, 2.5, -1.6], [-1.9, 1.6, 2.3], [-0.5, -2.8, -1.1], [-1.1, 1.4, 0.1], [-1.3, -1.3, -1.8], [-0.2, -0.5, 1.5], [-1.1, 0.3, -0.6], [-2.0, 1.4, 1.0], [-0.2, 1.7, -4.6], [1.6, -0.2, -0.9], [2.8, -0.4, -0.2], [-3.0, 3.5, 1.4], [0.8, -1.1, -1.5], [2.8, -1.1, 0.9], [-3.9, -0.8, -3.5], [1.8, 2.6, -2.8], [1.3, -2.3, 5.9], [1.1, -0.7, 1.9], [-0.6, 0.3, -1.8], [1.1, 1.0, 0.2]]}

---

Which formula does entry 1 have?
C8H24ClO4S2